{"formula": "C42H52Cl3CsGe2N5O2S3Si", "method": "the ωB97M-V functional and the def2-TZVPD basis", "multiplicity": 2, "homo_lumo_gap_ev": [2.536, 4.905], "e_tot_ha": -9094.69759, "charge": -2, "e_lumo_ev": [3.158, 3.157], "homo_ev": [0.62, -1.75], "symbols": ["Cs", "N", "C", "S", "N", "N", "C", "C", "C", "C", "C", "C", "C", "C", "C", "C", "C", "C", "N", "H", "H", "H", "H", "H", "H", "H", "H", "H", "H", "H", "O", "S", "C", "C", "C", "C", "S", "O", "C", "C", "C", "C", "C", "C", "C", "C", "C", "C", "C", "C", "H", "H", "H", "H", "H", "H", "H", "H", "H", "H", "H", "H", "H", "H", "H", "H", "H", "H", "C", "Si", "C", "C", "C", "C", "C", "C", "C", "H", "H", "H", "H", "H", "H", "H", "H", "H", "H", "H", "Cl", "Ge", "Cl", "Cl", "N", "C", "H", "C", "Ge", "C", "C", "C", "H", "H", "H", "H", "H", "H", "H", "H", "H", "H", "H"], "coordinates": [[1.449259, -0.251975, 0.618172], [1.016603, 2.284671, 4.406230], [0.450479, 1.188193, 3.713698], [-0.883968, 1.573038, 2.654742], [1.007722, 0.050760, 3.969560], [0.593556, -1.023370, 3.209196], [0.882600, -2.219249, 3.716354], [1.484671, -2.340577, 5.079720], [2.799149, -1.938601, 5.320095], [3.357242, -2.041727, 6.583780], [2.607799, -2.545723, 7.642045], [1.298875, -2.945025, 7.418701], [0.745987, -2.841764, 6.147274], [0.595304, -3.398188, 2.975651], [0.950810, -4.691510, 3.472002], [0.653538, -5.821156, 2.766965], [-0.018561, -5.705686, 1.528978], [-0.284779, -4.419784, 1.092163], [0.000766, -3.290552, 1.726416], [0.309533, 2.959175, 4.659015], [1.553336, 1.959747, 5.201399], [3.375869, -1.540618, 4.495819], [4.382383, -1.729489, 6.748405], [3.044019, -2.626649, 8.631462], [0.705233, -3.338467, 8.236623], [-0.276361, -3.153424, 5.967542], [1.482552, -4.766412, 4.411147], [0.946059, -6.793139, 3.149746], [-0.273675, -6.565002, 0.923454], [-0.773613, -4.295257, 0.124840], [-0.191538, 0.795724, -2.051509], [-0.818190, 1.755070, -3.000262], [0.551825, 2.563968, -3.887769], [1.803040, 2.763781, -3.050371], [1.857343, 4.054345, -2.236072], [3.222490, 4.207571, -1.569183], [3.322265, 3.384465, 0.048056], [2.440364, 2.182845, -0.033951], [2.429444, 4.612496, 0.999376], [2.954001, 5.893068, 1.153908], [2.277206, 6.810438, 1.937607], [1.096935, 6.439285, 2.578115], [0.605780, 5.152943, 2.439289], [1.272853, 4.225550, 1.646233], [-1.375200, 3.135298, -1.994776], [-1.352494, 2.977783, -0.620314], [-1.849352, 3.993338, 0.187254], [-2.353125, 5.151870, -0.384564], [-2.381561, 5.295986, -1.768596], [-1.904188, 4.279725, -2.580642], [0.158833, 3.491373, -4.312689], [0.756751, 1.867601, -4.701964], [2.658003, 2.735573, -3.732122], [1.920558, 1.905802, -2.387593], [1.071538, 4.073004, -1.477520], [1.686501, 4.917088, -2.888370], [3.498880, 5.248138, -1.392947], [4.007728, 3.745352, -2.171854], [3.886690, 6.170383, 0.674419], [2.674043, 7.810871, 2.060036], [0.574874, 7.156829, 3.199679], [-0.292372, 4.828585, 2.950938], [0.883428, 3.213953, 1.571692], [-0.948382, 2.075792, -0.174229], [-1.828652, 3.849267, 1.260972], [-2.733393, 5.945145, 0.247636], [-2.784883, 6.197241, -2.214616], [-1.946669, 4.376888, -3.660191], [-2.450513, -4.274827, -2.592533], [-1.320273, -2.779120, -2.416158], [0.458217, -3.367219, -2.341522], [-1.485317, -1.765758, -4.014428], [-2.705920, -1.565599, -4.662357], [-2.796891, -0.827299, -5.836397], [-1.653724, -0.281889, -6.403174], [-0.425775, -0.476627, -5.784633], [-0.348966, -1.202314, -4.603794], [-2.174099, -4.867668, -3.468070], [-3.500055, -3.986680, -2.694181], [-2.365624, -4.912488, -1.708899], [0.867533, -3.590683, -3.329178], [0.540877, -4.271694, -1.734347], [1.106096, -2.624558, -1.867169], [-3.610815, -1.990552, -4.243631], [-3.760732, -0.681480, -6.310822], [-1.718617, 0.287577, -7.323309], [0.478335, -0.066207, -6.220806], [0.617305, -1.322298, -4.129182], [5.287286, -5.892187, 0.485300], [3.554484, -4.774686, -0.525486], [3.845942, -2.766517, 0.545584], [4.848630, -4.186747, -2.451986], [3.532710, -1.222536, -3.383093], [3.069357, -0.314698, -3.935910], [3.915354, -2.093414, -2.988446], [-3.702609, 0.059188, 0.821844], [-3.578105, -1.512917, -0.321203], [-4.850163, -1.231277, -1.807175], [-4.159563, -3.114040, 0.648039], [-1.736003, -1.769807, -0.913933], [-4.676902, 0.104924, 1.314123], [-3.576165, 0.968122, 0.227993], [-2.920714, 0.052262, 1.582844], [-5.807623, -0.907119, -1.392465], [-5.020589, -2.146007, -2.378175], [-4.493117, -0.457038, -2.488441], [-5.175118, -2.992491, 1.030779], [-3.486506, -3.296426, 1.487329], [-4.135337, -3.989130, -0.003795], [-1.214833, -2.187851, -0.041217], [-1.305176, -0.778853, -1.082196]], "forces_ev_per_a": [[-0.5, -0.8, -0.1], [0.1, 0.1, 0.0], [0.0, -0.1, 0.0], [0.0, 0.1, 0.0], [0.0, -0.1, 0.0], [-0.1, 0.0, 0.1], [0.0, 0.1, 0.1], [0.1, 0.0, -0.1], [0.0, 0.0, 0.0], [0.0, 0.0, 0.0], [0.0, 0.0, 0.0], [0.0, 0.0, 0.0], [0.0, 0.0, 0.0], [0.0, 0.0, -0.1], [0.0, 0.0, 0.0], [0.0, 0.0, 0.0], [0.0, 0.0, 0.0], [0.0, 0.0, -0.1], [0.0, 0.0, 0.1], [0.0, 0.0, 0.0], [0.0, 0.0, 0.0], [0.0, 0.0, 0.0], [0.0, 0.0, 0.0], [0.0, 0.0, 0.0], [0.0, 0.0, 0.0], [0.0, 0.0, 0.0], [0.0, 0.0, 0.0], [0.0, 0.0, 0.0], [0.0, 0.0, 0.0], [0.0, 0.0, 0.0], [0.1, 0.0, 0.0], [-0.1, 0.0, 0.0], [0.0, 0.0, 0.0], [0.0, 0.0, 0.0], [0.0, 0.0, 0.0], [0.0, 0.0, 0.0], [0.0, 0.0, 0.0], [0.4, 0.7, -0.1], [0.0, 0.0, 0.0], [0.0, 0.0, 0.0], [0.0, 0.0, 0.0], [0.0, 0.0, 0.0], [0.0, 0.0, 0.0], [0.0, 0.0, 0.0], [0.0, 0.0, 0.0], [0.0, 0.0, 0.0], [0.0, 0.0, 0.0], [0.0, 0.0, 0.0], [0.0, 0.0, 0.0], [0.0, 0.0, 0.0], [0.0, 0.0, 0.0], [0.0, 0.0, 0.0], [0.0, 0.0, 0.0], [0.0, 0.0, 0.0], [0.0, 0.0, 0.0], [0.0, 0.0, 0.0], [0.0, 0.0, 0.0], [0.0, 0.0, 0.0], [0.0, 0.0, 0.0], [0.0, 0.0, 0.0], [0.0, 0.0, 0.0], [0.0, 0.0, 0.0], [0.0, 0.0, 0.0], [0.0, 0.0, 0.0], [0.0, 0.0, 0.0], [0.0, 0.0, 0.0], [0.0, 0.0, 0.0], [0.0, 0.0, 0.0], [0.0, 0.0, 0.0], [0.0, 0.0, 0.0], [0.0, 0.0, 0.1], [0.0, 0.0, 0.0], [0.0, 0.0, 0.0], [0.0, 0.0, 0.0], [0.0, 0.0, 0.0], [0.0, 0.0, 0.0], [0.0, 0.0, 0.0], [0.0, 0.0, 0.0], [0.0, 0.0, 0.0], [0.0, 0.0, 0.0], [0.0, 0.0, 0.0], [0.0, 0.0, 0.0], [0.0, 0.0, 0.0], [0.0, 0.0, 0.0], [0.0, 0.0, 0.0], [0.0, 0.0, 0.0], [0.0, 0.0, 0.0], [0.0, 0.0, 0.0], [0.0, 0.0, 0.0], [0.1, -0.1, 0.0], [0.1, 0.0, -0.1], [-0.1, 0.3, -0.1], [0.1, -0.5, 0.1], [0.0, 0.1, 0.0], [-0.1, 0.2, 0.0], [0.0, 0.0, 0.0], [0.0, -0.1, 0.0], [0.0, 0.0, 0.0], [0.0, 0.0, 0.0], [0.0, 0.1, 0.0], [0.0, 0.0, 0.0], [0.0, 0.0, 0.0], [0.0, 0.0, 0.0], [0.0, 0.0, 0.0], [0.0, 0.0, 0.0], [0.0, 0.0, 0.0], [0.0, 0.0, 0.0], [0.0, 0.0, 0.0], [0.0, 0.0, 0.0], [0.0, 0.0, 0.0], [0.0, 0.0, 0.0]], "lowdin_charge": [0.85, 0.01, -0.95, 0.47, -0.06, -0.16, -0.28, -0.20, -0.03, -0.10, -0.13, -0.11, -0.05, -0.25, -0.05, -0.13, -0.13, -0.23, 0.07, 0.03, 0.06, 0.11, 0.09, 0.08, 0.09, 0.12, 0.10, 0.08, 0.07, 0.06, -0.57, 0.98, -0.31, -0.26, -0.22, -0.32, 0.99, -0.74, -0.37, -0.11, -0.10, -0.09, -0.07, -0.08, -0.38, -0.09, -0.08, -0.08, -0.10, -0.10, 0.08, 0.06, 0.11, 0.08, 0.10, 0.12, 0.08, 0.09, 0.10, 0.09, 0.10, 0.09, 0.04, 0.06, 0.06, 0.10, 0.09, 0.10, -0.17, 0.51, -0.18, -0.22, -0.10, -0.10, -0.11, -0.11, -0.12, 0.03, 0.01, 0.02, 0.04, 0.01, 0.02, 0.08, 0.09, 0.09, 0.10, 0.06, -0.22, -0.01, -0.20, -0.20, 0.08, -0.04, -0.05, -0.22, 0.77, -0.23, -0.21, -0.34, 0.02, 0.01, -0.04, 0.01, 0.00, 0.01, 0.01, 0.02, 0.00, 0.00, -0.02]}

---

{"formula": "C42H53BBr3N8O4", "method": "the ωB97M-V functional and the def2-TZVPD basis", "multiplicity": 1, "homo_lumo_gap_ev": 8.419, "e_tot_ha": -10117.88910, "charge": 1, "e_lumo_ev": -2.523, "homo_ev": -10.94, "symbols": ["C", "C", "Br", "C", "Br", "C", "C", "N", "C", "N", "C", "B", "O", "O", "C", "C", "C", "C", "O", "C", "Br", "O", "H", "H", "H", "H", "H", "H", "H", "H", "H", "H", "H", "H", "H", "H", "H", "H", "H", "H", "H", "H", "H", "H", "H", "N", "C", "C", "C", "C", "C", "H", "H", "H", "H", "H", "N", "C", "C", "C", "C", "C", "H", "H", "H", "H", "H", "N", "C", "C", "C", "C", "C", "H", "H", "H", "H", "H", "N", "C", "C", "C", "C", "C", "H", "H", "H", "H", "H", "N", "C", "C", "C", "C", "C", "H", "H", "H", "H", "H", "N", "C", "C", "C", "C", "C", "H", "H", "H", "H", "H"], "coordinates": [[-1.330952, 3.992183, 1.941923], [-0.548620, 2.670538, 1.832815], [-0.588669, 1.797598, 3.602089], [-1.114677, 1.780383, 0.682637], [-1.811800, 0.040267, 1.167949], [-0.143903, 1.692374, -0.528828], [-0.973488, 1.152751, -1.703976], [-0.291360, 1.292897, -3.000622], [1.042289, 0.745187, -0.293076], [2.254901, 1.492814, 0.156074], [3.357025, 0.594696, 0.607383], [3.186212, 0.168807, 2.141567], [2.855631, 1.133930, 3.030607], [3.395430, -1.123465, 2.568380], [2.665771, 2.591756, -0.800578], [3.750323, 2.228233, -1.806748], [3.261921, 1.230376, -2.844029], [4.315914, 0.402640, -3.474267], [3.300486, -0.110068, -2.493846], [1.422773, 3.227389, -1.465904], [1.724700, 5.161930, -1.478405], [0.258664, 3.041296, -0.728433], [-2.280699, 3.953613, 1.414898], [-1.469797, 4.303225, 2.969777], [-0.736532, 4.756136, 1.436717], [0.493888, 2.938334, 1.702602], [-1.980315, 2.310209, 0.298974], [-1.909968, 1.707267, -1.735043], [-1.226040, 0.104670, -1.536393], [0.553359, 0.730718, -3.031728], [-0.892414, 0.872239, -3.700391], [0.829362, -0.058585, 0.407682], [1.291898, 0.264773, -1.238069], [1.949054, 1.977297, 1.004688], [3.380107, -0.318824, 0.019437], [4.314614, 1.108247, 0.557321], [2.588319, 0.746201, 3.873796], [4.239876, -1.424845, 2.210372], [3.064869, 3.380193, -0.163279], [4.643932, 1.796521, -1.374290], [3.962555, 3.109055, -2.413783], [2.452006, 1.540623, -3.496599], [5.168806, 0.061981, -2.905343], [4.122725, 0.047260, -4.475694], [1.316253, 2.979111, -2.515196], [5.128507, -5.140200, -1.344319], [4.367743, -4.156799, -1.818757], [3.430734, -3.473765, -1.057645], [3.274346, -3.837826, 0.272033], [4.056129, -4.860325, 0.782217], [4.966651, -5.476893, -0.064875], [4.520624, -3.908857, -2.864063], [2.840522, -2.679907, -1.498724], [2.555155, -3.328837, 0.903500], [3.967177, -5.177066, 1.812674], [5.600240, -6.280395, 0.292054], [-6.705758, 4.017881, 3.398451], [-5.874796, 4.440451, 4.350135], [-4.583803, 3.958641, 4.516067], [-4.134662, 2.978348, 3.646232], [-4.987327, 2.523963, 2.653883], [-6.256850, 3.074531, 2.570268], [-6.269189, 5.206100, 5.009273], [-3.950927, 4.343100, 5.304853], [-3.134133, 2.572825, 3.727167], [-4.677396, 1.758100, 1.953735], [-6.952549, 2.751617, 1.803861], [-7.622080, 2.385031, -0.558060], [-7.536982, 3.706884, -0.716441], [-8.094056, 4.392594, -1.783854], [-8.778832, 3.668088, -2.744723], [-8.878539, 2.294426, -2.598506], [-8.286099, 1.705955, -1.492306], [-6.991281, 4.236948, 0.057121], [-7.993017, 5.466265, -1.857782], [-9.228574, 4.166086, -3.593977], [-9.404112, 1.690391, -3.325044], [-8.343083, 0.633748, -1.339055], [6.464241, -8.427979, 1.480849], [5.833745, -9.587829, 1.661399], [6.131656, -10.746210, 0.961063], [7.141808, -10.700683, 0.015371], [7.809936, -9.504950, -0.188322], [7.435617, -8.404960, 0.566467], [5.048928, -9.581238, 2.409886], [5.585456, -11.659002, 1.153905], [7.405029, -11.583007, -0.553390], [8.605038, -9.424919, -0.916461], [7.935185, -7.450186, 0.440035], [-2.150338, -4.256166, 3.086394], [-1.401234, -5.217384, 3.626560], [-0.012523, -5.180115, 3.675298], [0.626746, -4.082349, 3.125687], [-0.134821, -3.079606, 2.558023], [-1.510641, -3.214108, 2.565693], [-1.947494, -6.056418, 4.041712], [0.544441, -5.986708, 4.130653], [1.707134, -4.000194, 3.141822], [0.328406, -2.203000, 2.121028], [-2.136154, -2.440372, 2.135538], [-4.175962, 5.195104, -3.152143], [-3.826728, 5.683516, -4.339518], [-2.521682, 5.697958, -4.813053], [-1.524519, 5.178932, -4.005482], [-1.869673, 4.667234, -2.764285], [-3.204815, 4.699187, -2.390206], [-4.637669, 6.082873, -4.938076], [-2.297171, 6.106721, -5.788447], [-0.493342, 5.173578, -4.337386], [-1.124156, 4.254118, -2.101631], [-3.522653, 4.307127, -1.427546]], "forces_ev_per_a": [[0.6, 0.2, -0.5], [-0.9, -0.1, 0.7], [0.4, 0.0, -0.2], [0.5, 0.6, 0.0], [0.1, 0.1, -0.1], [-1.0, -1.0, 0.3], [0.4, -0.1, -0.6], [0.0, 0.1, 0.1], [0.3, 0.1, -0.8], [-0.2, 0.2, 0.3], [0.1, -0.6, 0.8], [0.0, -0.3, 0.5], [-0.7, 0.0, -0.5], [0.4, 0.7, -0.2], [0.4, 0.9, 0.2], [-1.5, -0.7, -0.9], [1.9, 0.6, 0.1], [-1.5, -1.5, 1.2], [-1.1, -0.5, -0.5], [0.5, 0.7, 0.0], [0.0, -0.2, -0.1], [0.2, -0.3, 0.2], [-0.2, -0.1, 0.3], [-0.1, 0.0, 0.0], [-0.1, 0.1, 0.0], [0.1, -0.3, -0.1], [-0.1, 0.0, 0.0], [0.0, 0.1, -0.1], [0.0, 0.0, 0.4], [-0.1, -0.2, 0.1], [0.0, 0.2, -0.2], [-0.1, 0.2, 0.2], [0.3, -0.1, 0.1], [0.1, 0.1, 0.0], [0.0, 0.3, -0.5], [0.0, 0.1, -0.3], [0.1, 0.2, 0.2], [-0.2, -0.7, -0.1], [0.1, -0.2, 0.3], [0.2, 0.4, 0.2], [0.3, 0.3, 0.5], [-0.1, 0.0, 0.0], [1.0, 1.1, -0.8], [0.3, -0.1, -0.1], [-0.2, -0.2, 0.0], [-0.1, 0.1, 0.1], [0.1, 0.0, -0.1], [0.0, 0.0, 0.1], [0.0, 0.1, 0.0], [0.0, 0.1, 0.0], [0.2, -0.1, -0.1], [0.0, 0.0, 0.0], [0.0, 0.0, 0.0], [0.0, 0.0, 0.0], [0.0, 0.0, 0.0], [-0.1, 0.0, 0.1], [0.2, 0.0, 0.0], [-0.1, 0.0, 0.0], [0.0, 0.0, 0.0], [0.0, 0.0, 0.0], [0.1, 0.0, 0.0], [-0.3, 0.1, -0.1], [0.0, 0.0, 0.0], [0.0, 0.0, 0.0], [-0.1, 0.0, 0.1], [0.0, 0.0, 0.0], [0.1, -0.1, 0.0], [0.0, 0.2, -0.1], [0.1, -0.1, 0.1], [0.0, 0.0, 0.0], [0.0, 0.0, 0.0], [0.0, 0.0, 0.0], [0.0, -0.1, 0.1], [0.0, 0.1, 0.0], [0.0, 0.0, 0.0], [0.0, 0.0, 0.0], [0.0, 0.0, 0.0], [0.0, 0.0, 0.0], [0.1, -0.1, -0.2], [-0.1, 0.1, 0.1], [0.0, 0.0, 0.0], [0.0, -0.1, 0.0], [0.0, 0.0, 0.0], [0.0, 0.1, 0.1], [0.0, -0.1, 0.0], [0.0, 0.0, 0.0], [0.0, 0.0, 0.0], [0.0, 0.0, 0.0], [0.0, 0.0, -0.1], [0.2, -0.1, 0.0], [-0.1, 0.0, 0.0], [-0.1, 0.1, -0.1], [0.3, -0.1, 0.1], [0.1, 0.1, -0.1], [-0.2, 0.0, 0.0], [0.0, 0.0, 0.0], [0.0, 0.0, 0.0], [0.0, 0.0, 0.0], [0.0, 0.0, 0.0], [-0.1, -0.1, 0.0], [0.1, 0.0, 0.0], [-0.1, 0.0, 0.0], [0.0, 0.0, 0.0], [0.0, 0.0, 0.0], [-0.1, 0.0, -0.1], [0.0, 0.0, 0.1], [0.0, 0.0, 0.0], [0.0, 0.0, 0.0], [0.0, 0.0, 0.0], [-0.1, 0.0, 0.0], [0.0, 0.0, 0.0]], "lowdin_charge": [-0.11, -0.68, 0.73, -0.61, 0.85, -0.46, -0.20, 0.05, -0.01, -0.01, 0.02, -0.65, 0.18, 0.17, -0.24, -0.07, -0.34, 0.03, -0.10, -0.64, 0.85, -0.13, 0.08, 0.06, 0.08, 0.06, 0.08, 0.13, 0.10, 0.05, 0.10, 0.12, 0.13, 0.15, 0.12, 0.14, 0.12, 0.12, 0.13, 0.12, 0.14, 0.14, 0.13, 0.12, 0.08, 0.07, -0.15, -0.08, -0.09, -0.06, -0.13, 0.10, 0.09, 0.08, 0.10, 0.08, 0.07, -0.15, -0.07, -0.11, -0.07, -0.15, 0.10, 0.10, 0.02, 0.09, 0.07, 0.05, -0.16, -0.07, -0.08, -0.07, -0.16, 0.09, 0.10, 0.11, 0.10, 0.10, 0.04, -0.16, -0.07, -0.08, -0.07, -0.17, 0.10, 0.10, 0.11, 0.10, 0.10, 0.07, -0.14, -0.06, -0.08, -0.09, -0.18, 0.11, 0.11, 0.10, 0.07, 0.04, 0.06, -0.15, -0.06, -0.08, -0.08, -0.16, 0.11, 0.10, 0.10, 0.05, 0.10]}

---

Taking the records one at a time from the top gives ΔE to the lowest compared entry with this formula, charge and spin values of 0.0000 0.0000 eV.